No. 1
Computed, not measured: a cluster of 12 separate species, C21H66N14O12 in total in a non-equilibrium geometry, with ωB97M-V with the def2-TZVPD basis set.

```
113
Properties=species:S:1:pos:R:3
C 0.12403 -3.09232 -2.83774
O -0.09423 -4.29333 -2.89160
N 1.27980 -2.57239 -2.30882
N -0.73677 -2.17471 -3.33671
H 1.42158 -1.59571 -2.12831
H 1.98697 -3.25589 -2.10293
H -1.58771 -2.52858 -3.73166
H -0.42105 -1.20503 -3.36450
C 0.32862 1.24550 -3.94719
O 0.71110 0.22514 -3.36548
N 0.76300 1.57368 -5.17795
N -0.64629 2.04244 -3.45085
H 1.59088 1.10733 -5.51043
H 0.51301 2.43104 -5.63644
H -0.74505 2.97442 -3.80927
H -1.04467 1.80678 -2.55957
C -1.45196 -1.63620 4.85380
O -1.05573 -2.08722 5.91973
N -2.63053 -2.01876 4.27590
N -0.78662 -0.67072 4.14993
H -3.16523 -2.70693 4.77402
H -3.06966 -1.57553 3.47872
H 0.17300 -0.54606 4.42308
H -1.09046 -0.47001 3.20920
C -4.22580 -1.88756 0.71620
O -3.64321 -1.32765 1.63653
N -3.65633 -2.35575 -0.41665
N -5.58651 -2.00589 0.71305
H -4.07384 -2.90245 -1.14747
H -2.68304 -2.13798 -0.56816
H -6.17041 -1.66193 1.45341
H -6.10666 -2.35084 -0.07377
C 4.27799 -0.38355 -4.39199
O 5.33435 -0.15714 -4.94615
N 3.42074 -1.39866 -4.71708
N 3.82395 0.30848 -3.28148
H 3.62260 -1.97748 -5.51037
H 2.64322 -1.63011 -4.11440
H 4.24368 1.17677 -3.01408
H 2.90014 -0.01483 -3.05739
C 5.11813 -0.63886 0.70305
O 5.30321 -0.32793 1.86565
N 5.87815 -1.55864 0.04256
N 4.21097 -0.00735 -0.11290
H 5.83686 -1.64988 -0.95520
H 6.52060 -2.11166 0.57752
H 3.87858 -0.52922 -0.90508
H 3.56650 0.63769 0.31118
C 0.85699 3.64860 0.12408
O 0.30170 3.30756 -0.90491
N 2.12281 4.20303 0.16352
N 0.20254 3.76405 1.32310
H 2.39229 4.69569 0.99149
H 2.51888 4.32090 -0.75065
H -0.72929 3.39512 1.36614
H 0.64475 4.15158 2.13408
C 0.85465 0.27520 0.15704
C -0.67798 0.25422 0.22337
O -1.00557 -0.62171 1.26388
H 1.30080 -0.71568 0.26858
H 1.16929 0.92208 0.98124
H 1.29547 0.65597 -0.76716
H -1.04010 0.07969 -0.80028
H -0.97307 1.27040 0.50350
H -1.97396 -0.68188 1.38620
C -3.71001 0.64888 -4.66784
C -3.84191 -0.27581 -3.44874
C -4.77016 0.36226 -2.42156
O -4.56719 -1.43323 -3.91897
H -4.64811 1.13515 -4.93467
H -3.33160 0.04922 -5.49500
H -3.01155 1.47013 -4.48410
H -2.88222 -0.57175 -3.03533
H -5.71274 0.68838 -2.86983
H -4.37819 1.22862 -1.87922
H -5.08008 -0.33952 -1.64336
H -5.44223 -1.13074 -4.17653
C -3.58408 3.38189 0.84279
C -4.32535 4.21271 -0.20523
C -3.66412 4.34280 -1.55550
O -5.64348 3.67233 -0.37312
H -4.12965 3.38266 1.78143
H -2.66542 3.95939 0.97882
H -3.37713 2.38259 0.45757
H -4.41015 5.18485 0.29850
H -4.09776 5.20655 -2.06634
H -3.75483 3.44302 -2.16095
H -2.60150 4.60613 -1.49729
H -6.27197 4.38031 -0.53399
C 2.81345 1.86401 3.55950
C 3.10390 0.50113 4.16475
C 4.44886 0.42265 4.84460
O 1.97811 0.23569 5.04104
H 3.40157 2.05559 2.65927
H 3.12637 2.65964 4.24661
H 1.74393 1.97570 3.38386
H 3.00725 -0.24125 3.36713
H 5.17238 1.11548 4.41848
H 4.89294 -0.56571 4.68575
H 4.42771 0.50617 5.93285
H 2.17601 -0.60743 5.46707
C 1.60239 -3.63918 4.17728
C 2.10495 -4.17052 2.84814
C 3.20702 -3.30627 2.27294
O 2.69374 -5.48175 3.01187
H 1.97911 -4.24903 5.00707
H 0.53656 -3.84339 4.36023
H 1.70800 -2.58448 4.41937
H 1.29062 -4.31522 2.13337
H 3.99216 -3.11021 3.00098
H 2.78012 -2.37726 1.88272
H 3.66097 -3.77972 1.39889
H 1.99320 -6.06072 3.32956
```

Calculated values
total energy: -68285.92222 eV
E_HOMO: -8.883 eV
net charge: 0
LUMO energy: 0.0 eV
orbital gap: 0.326 Eh
structure (SMILES): NC(N)=O.NC(N)=O.NC(N)=O.NC(N)=O.NC(N)=O.NC(N)=O.NC(N)=O.CC(C)O.CC(C)O.CC(C)O.CC(C)O.CCO

No. 2
Computed, not measured: a cluster of 12 separate species, C21H66O12 in total in a non-equilibrium geometry, with ωB97M-V with the def2-TZVPD basis set.

```
99
Properties=species:S:1:pos:R:3
C -1.09682 1.04780 0.19307
C 0.20418 0.59280 0.72507
O 1.12018 0.84680 -0.26193
H -1.36182 2.06080 0.37607
H -1.88682 0.41880 0.46507
H -1.11182 1.02080 -0.89093
H 0.10818 -0.46020 1.00107
H 0.59618 1.28080 1.44907
H 1.99618 0.49780 0.08007
C -4.56282 -2.02620 -1.16593
C -3.87982 -3.36020 -1.66093
O -3.82382 -4.07520 -0.41993
H -3.91582 -1.61120 -0.39193
H -5.55882 -2.28720 -0.73193
H -4.68182 -1.27820 -1.93693
H -2.85682 -3.25520 -2.17893
H -4.51682 -3.75420 -2.48993
H -3.89282 -5.01620 -0.60893
C -2.32782 0.81780 3.85307
C -1.25882 1.71080 4.44907
O 0.00618 1.03480 4.62807
H -2.00182 0.29580 2.95807
H -3.25782 1.40280 3.63407
H -2.66382 0.03480 4.46307
H -1.61082 2.17680 5.32607
H -1.07382 2.53980 3.74607
H 0.62518 1.72280 4.43607
C 2.84718 -0.90620 2.08707
C 4.00918 -1.09020 1.14607
O 3.45918 -0.75820 -0.16693
H 2.50218 0.16880 2.10007
H 3.21818 -1.39520 3.02607
H 2.02818 -1.44320 1.57907
H 4.52818 -2.01920 1.22707
H 4.79118 -0.43120 1.50207
H 4.01818 -1.02320 -0.83793
C -2.07482 -0.31020 -3.30893
C -1.88382 1.06880 -4.00993
O -0.62382 0.97280 -4.62093
H -3.02882 -0.23820 -2.73493
H -1.28082 -0.50920 -2.54293
H -2.04982 -1.23020 -3.98293
H -1.91582 1.93580 -3.34593
H -2.65182 1.21480 -4.77293
H 0.06118 1.25580 -4.01593
C 0.70618 4.22380 2.11807
C 1.53418 4.00380 3.31807
O 1.93818 2.68880 3.36907
H 0.12418 3.39480 1.88907
H 1.37818 4.50680 1.25207
H 0.09018 5.05880 2.27407
H 0.91418 4.15080 4.20207
H 2.40318 4.61480 3.15407
H 2.89018 2.61880 3.32907
C 1.71218 -0.96420 -3.24793
C 1.09218 -1.91520 -4.32793
O 0.85418 -1.15120 -5.45693
H 1.68218 -0.00120 -3.60393
H 2.72218 -1.13320 -3.01493
H 1.22718 -1.05320 -2.29693
H 0.14218 -2.30720 -3.91593
H 1.74818 -2.79920 -4.40793
H 0.22218 -0.54220 -5.12393
C 0.16618 4.12980 -3.61393
C 0.90818 3.47880 -2.44493
O 0.94518 2.08980 -2.49793
H -0.93482 3.95680 -3.66793
H 0.53518 3.80380 -4.58693
H 0.17618 5.22080 -3.49593
H 0.47118 3.66380 -1.48993
H 1.92318 3.85180 -2.39793
H 0.98118 1.66880 -1.62893
C 0.78318 -3.55020 0.03907
C -0.37182 -3.61420 -0.81693
O 0.06418 -4.00420 -2.03993
H 0.54618 -3.15020 0.99807
H 1.39418 -2.77420 -0.32793
H 1.37518 -4.43520 0.17807
H -0.94382 -2.65920 -0.84993
H -1.20182 -4.25920 -0.46293
H -0.64182 -3.88520 -2.64293
C 0.29918 -2.10320 3.70707
O -0.26782 -1.78720 4.93207
H -0.09182 -3.09120 3.39807
H 1.35818 -2.23420 3.77207
H 0.11218 -1.31420 2.95807
H -0.17882 -0.84520 5.18907
C -2.57882 -2.28520 2.29607
O -3.93782 -2.52220 1.91307
H -2.45982 -2.26820 3.36807
H -2.27282 -1.39720 1.85207
H -1.86982 -3.10020 1.99707
H -3.98982 -2.84820 1.01507
C 3.55018 2.75780 -0.29593
O 4.66318 2.20080 0.36307
H 2.73918 3.09080 0.36507
H 3.16618 1.98280 -0.99293
H 3.91818 3.65580 -0.79493
H 5.01618 1.54080 -0.17393
```

Calculated values
total energy: -47411.00246 eV
E_HOMO: -9.272 eV
net charge: 0
LUMO energy: 0.3 eV
orbital gap: 0.351 Eh
structure (SMILES): CCO.CCO.CCO.CCO.CCO.CCO.CCO.CCO.CCO.CO.CO.CO